Entry from the OMol25 dataset: C20H40N5O5PSi2 as an isolated structure at a distorted geometry (the ωB97M-V functional and the def2-TZVPD basis).

The calculation puts the HOMO energy at -8.0 eV. Its multiplicity is 1. Its net charge is 0. For the maximum force, the calculation gives 1.68 eV/A. Its molar mass is 517.72 g mol⁻¹. Its total energy is -64124.60203 eV.

Cartesian coordinates (Å):
C1 1.637 2.160 3.612
O1 0.654 1.166 3.746
C2 -0.277 1.464 4.772
C3 -1.565 0.709 4.527
C4 -2.458 1.344 3.463
C5 -1.923 1.360 2.029
C6 -1.395 0.026 1.506
Si1 -0.412 0.304 -0.068
C7 -1.559 1.081 -1.344
C8 -2.663 0.115 -1.841
C9 -3.742 -0.135 -0.815
N1 -4.018 -1.482 -0.588
O2 -4.367 0.765 -0.280
O3 0.878 1.268 0.380
Si2 2.014 1.813 -0.707
C10 3.225 2.847 0.317
C11 4.078 3.727 -0.536
N2 3.959 4.989 -0.632
C12 1.325 2.958 -2.037
C13 0.274 3.907 -1.545
N3 0.385 4.464 -0.407
C14 2.991 0.468 -1.574
C15 3.973 -0.270 -0.637
N4 5.309 0.380 -0.693
P1 0.057 -1.793 -0.743
O4 1.523 -2.203 -0.118
O5 0.238 -1.807 -2.391
H1 2.163 2.335 4.558
H2 1.201 3.112 3.298
H3 2.368 1.823 2.885
H4 0.156 1.177 5.735
H5 -0.488 2.538 4.790
H6 -1.345 -0.332 4.294
H7 -2.124 0.724 5.464
H8 -2.589 2.391 3.751
H9 -3.455 0.906 3.501
H10 -1.102 2.081 1.990
H11 -2.702 1.761 1.383
H12 -0.686 -0.387 2.225
H13 -2.171 -0.725 1.367
H14 -2.046 1.920 -0.847
H15 -1.053 1.447 -2.232
H16 -2.250 -0.814 -2.219
H17 -3.154 0.611 -2.679
H18 -3.167 -2.032 -0.569
H19 -4.558 -1.601 0.259
H20 3.843 2.196 0.940
H21 2.611 3.438 0.994
H22 4.838 3.255 -1.156
H23 3.201 5.321 -0.036
H24 2.129 3.551 -2.477
H25 0.941 2.347 -2.858
H26 -0.567 4.096 -2.216
H27 -0.405 5.089 -0.258
H28 2.382 -0.225 -2.154
H29 3.618 0.994 -2.297
H30 3.619 -0.228 0.389
H31 4.096 -1.299 -0.957
H32 5.582 0.716 0.219
H33 6.017 -0.286 -0.966
H34 2.076 -2.631 -0.775
H35 -0.426 -2.407 -2.735
N5 -2.295 -5.005 -3.309
C16 -3.355 -5.808 -3.268
C17 -3.363 -7.035 -2.622
C18 -2.206 -7.451 -1.981
C19 -1.094 -6.626 -2.012
C20 -1.194 -5.421 -2.688
H36 -4.240 -5.446 -3.781
H37 -4.254 -7.646 -2.620
H38 -2.174 -8.401 -1.464
H39 -0.172 -6.907 -1.523
H40 -0.348 -4.743 -2.741